[1]
45
Properties=species:S:1:pos:R:3:lowdin_spin:R:1 method="wB97M-V/def2-TZVPD" s_squared=0.791 multiplicity=2 homo_lumo_gap_ha="0.208 / 0.211" energy_ha=-3791.79571 charge=+2 de_lowest_kj_mol=99.4
H 5.1195 -0.6028 -3.7076 0.00
C 2.0764 -4.3810 -2.1390 0.00
H 5.7328 -1.8111 -0.2213 0.00
H 4.6719 -0.7827 1.7515 0.00
C 4.3457 -0.5208 0.7578 0.00
C -3.8520 0.9886 1.0968 0.01
S 2.5687 1.1994 2.0202 0.01
H 3.2464 0.5352 -2.7874 0.00
C -5.0344 0.3074 0.7487 -0.02
Cl -3.9190 2.4679 1.9407 0.00
C 2.9176 0.8000 -0.6937 0.01
H 5.0003 -2.2364 -3.0672 0.00
C -4.9882 -0.8979 0.0288 0.00
H 2.3259 -4.8750 -3.0645 0.00
C -3.7597 -1.4515 -0.3597 -0.01
H 2.3545 3.5520 2.3281 0.00
C 1.4295 -3.0633 0.1906 0.01
C 5.3021 -1.2169 -2.8311 0.00
S 1.0411 -2.0848 1.5765 0.00
O 1.0600 -1.1249 -1.0271 0.06
H 6.3707 -1.2399 -2.6283 0.00
C 2.1236 -5.0673 -0.9222 0.00
O 1.0893 1.1112 1.4942 0.01
H 2.4120 -6.1065 -0.8987 0.00
O -1.3902 0.8714 0.9941 0.02
C 3.0148 2.9257 1.7320 0.00
H 2.1695 1.5874 -0.8445 0.01
C -2.5853 -0.7871 -0.0028 0.00
C 1.8018 -4.4061 0.2461 0.00
C 4.9437 -1.0850 -0.3543 0.00
H 1.8268 -4.8973 1.2058 0.00
C 1.7016 -3.0613 -2.1540 0.00
H 4.0374 3.0599 2.0805 0.00
Cl -6.5408 0.9609 1.1984 -0.01
C 3.5406 0.2326 -1.7947 0.00
H 2.9501 3.2005 0.6835 0.00
C 4.5720 -0.6955 -1.6439 0.00
N 1.3820 -2.4400 -1.0083 0.02
C 3.3451 0.4306 0.5861 0.00
H 1.6396 -2.4648 -3.0509 0.00
Cl -3.6681 -2.9140 -1.2352 0.00
O -1.3311 -1.1333 -0.2913 -0.04
W 0.0829 -0.1581 0.4176 0.92
C -2.6250 0.4298 0.7366 -0.01
Cl -6.4331 -1.6959 -0.3865 0.00

[2]
106
Properties=species:S:1:pos:R:3:lowdin_charge:R:1 method="wB97M-V/def2-TZVPD" multiplicity=1 homo_lumo_gap_ha=0.351 energy_ha=-34816.53401 charge=0
O 1.5045 -3.7760 -7.0065 -0.04
Cl 3.8866 1.9906 5.1802 0.51
Cl 4.5790 2.6675 1.3769 0.53
Cl -7.9830 -6.8610 2.0343 0.52
Cl 2.7406 0.6198 2.2153 0.52
C 2.5702 -5.1234 -0.0571 -2.05
Cl -3.0396 6.9542 0.8182 0.52
C 0.5349 -3.5678 8.7980 -2.04
Cl 1.9713 11.7568 -5.6493 0.54
Cl -7.5494 1.5948 -2.5631 0.50
P -1.8458 -3.9007 -5.0074 0.55
Cl 3.4829 1.7258 8.0270 0.54
C -1.0495 1.4800 -5.0733 -2.02
C -7.9830 4.6047 1.3495 -2.05
Cl -2.2810 -1.7996 3.6780 0.52
C -6.0691 -1.4241 0.2709 -2.05
Cl -2.2427 5.6073 -2.6824 0.50
Cl 6.0557 -2.1084 -1.8665 0.47
Cl -7.0259 6.0775 1.1805 0.50
Cl -0.5788 -3.1174 1.7587 0.51
C 3.8671 3.6503 -4.8443 -2.04
Cl 1.4122 -2.0736 8.4583 0.51
Cl 0.4040 5.2986 -3.7956 0.50
H 1.0237 -4.0789 -7.7824 0.09
Cl -5.9343 -1.8530 -1.4340 0.52
Cl -5.5366 -5.4770 1.4277 0.50
Cl -5.9655 -8.1426 0.4250 0.53
Cl 6.2095 0.0928 -3.7035 0.51
Cl 1.3014 1.3197 6.1899 0.52
Cl 3.4311 -0.6146 6.3380 0.49
Cl 3.6196 -3.7062 0.0104 0.51
Cl -1.6109 -8.6153 13.0218 0.53
Cl -4.4335 8.0427 -1.4540 0.51
Cl 3.7190 8.1804 -2.5796 0.45
Cl 4.4864 8.1366 0.1933 0.53
C 3.7129 1.2123 0.8796 -2.04
H 1.3692 -4.6263 -3.8085 0.02
Cl -7.8241 3.6404 -0.1190 0.48
C -6.2444 -7.0492 1.7787 -2.07
C 3.0390 1.1041 6.4404 -2.06
C -6.2336 2.2083 -3.5572 -2.04
Cl 1.2191 -4.7898 -1.1521 0.53
C 4.9707 7.6719 -1.4383 -2.04
Cl -2.3215 2.6852 -4.9524 0.52
Cl 8.4689 -0.5463 -2.0346 0.53
Cl 6.4905 8.4646 -1.8518 0.54
C 0.8138 -4.1385 -5.8136 -0.53
Cl -7.3879 3.6707 2.7244 0.53
Cl -6.8801 2.8357 -5.0718 0.54
C -1.0027 -2.9935 3.4645 -2.05
C 7.1241 -1.2175 -2.9560 -2.06
H 0.3077 -5.0986 -5.9886 0.12
Cl -5.1307 8.8975 1.2102 0.51
C -0.2176 -3.0933 -5.3908 -0.40
Cl 6.8450 -3.3030 7.5915 0.52
C -0.3351 -8.3151 11.8416 -2.07
Cl 3.4523 2.9248 -3.2813 0.46
Cl 1.2390 -8.4780 12.6242 0.52
C -0.8750 6.4462 -3.4107 -2.03
Cl 7.3677 -5.7017 9.0969 0.53
H -2.4995 -2.7525 -4.5853 -0.06
H 2.4433 -3.4645 -4.5984 0.09
Cl 6.4926 -5.8851 6.3591 0.53
Cl -5.0984 0.8990 -3.8832 0.50
Cl 0.2640 1.8882 -3.9782 0.49
Cl 5.1803 5.9238 -1.5107 0.51
Cl -0.2469 10.7995 -4.0798 0.52
Cl -3.8021 -4.9364 -4.5592 -0.08
Cl -0.2654 7.6418 -2.2617 0.51
C 1.8513 -4.3642 -4.7470 -0.06
H -0.3445 -2.3755 -6.1981 0.07
Cl 1.7409 8.9494 -5.0469 0.50
H -2.0265 -4.3469 -6.3064 -0.01
Cl 2.4056 10.8107 -2.9598 0.50
Cl -7.2188 -2.5016 1.0555 0.52
Cl -0.4961 -6.6856 11.1914 0.50
Cl 1.9523 -5.4682 1.5507 0.53
Cl 7.7363 -2.3043 -4.1983 0.54
Cl -1.5710 -4.5691 4.0259 0.52
C -3.8051 8.3964 0.1537 -2.06
H -1.2960 -4.7645 -4.0737 -0.01
Cl 4.8729 -0.0049 0.3457 0.51
Cl -0.2076 -4.1554 7.3170 0.51
Cl 4.6621 -4.9952 8.3981 0.49
Cl -9.6747 5.0214 1.6085 0.54
Cl 2.7107 3.0951 -6.0463 0.52
Cl 1.6750 -4.7660 9.4065 0.49
C 1.4661 10.5801 -4.4376 -2.04
Cl 3.4705 -6.5074 -0.6659 0.54
H 0.1356 -2.5622 -4.5079 0.07
Cl -5.4002 3.5030 -2.6950 0.51
Cl -1.3816 7.2578 -4.8897 0.53
Cl 5.5065 3.1836 -5.2940 0.54
Cl 0.4115 -2.5195 4.4030 0.50
Cl -4.4942 -1.6189 1.0522 0.50
Cl -1.6781 -0.1118 -4.6104 0.54
Cl -0.7077 -3.2613 10.0114 0.53
Cl -5.5095 -7.7189 3.2380 0.52
Cl 2.6463 1.6105 -0.4752 0.50
Cl -6.5967 0.2490 0.4303 0.50
Cl -2.6218 9.6995 0.0454 0.52
Cl 3.7531 5.4007 -4.7012 0.50
Cl -0.4616 -9.4866 10.5285 0.52
C 6.3419 -4.9746 7.8614 -2.07
H 2.4994 -5.1926 -5.0182 0.09
Cl -0.4528 1.4126 -6.7327 0.54

[3]
14
Properties=species:S:1:pos:R:3:lowdin_charge:R:1 method="wB97M-V/def2-TZVPD" multiplicity=1 smiles="[H]/N=C(/NO)SC(C)=O" homo_lumo_gap_ha=0.358 energy_ha=-775.96487 charge=0 de_lowest_kj_mol=460.2
H -0.4485 -0.3191 -1.7758 0.11
C 2.4675 0.8888 0.1409 -0.06
H -1.7961 -1.8106 1.9829 0.05
H -2.8129 -0.7337 -0.9384 0.10
H 2.3086 1.9378 0.4495 0.05
C 0.9705 0.2456 0.0081 -0.55
N -2.0379 -1.4900 1.0656 0.13
C -1.6081 -0.4522 0.5230 -0.65
S -0.3402 0.8016 1.2621 0.91
O 0.8108 -0.7997 -0.7564 -0.10
O -1.2327 0.3650 -1.6404 -0.13
H 3.0049 0.9488 -0.8075 0.07
H 2.9115 0.4357 1.1661 0.13
N -2.1974 -0.0180 -0.6795 -0.05